[1]
C16H25BaN5O5 | ωB97M-V/def2-TZVPD

```
52
Properties=species:S:1:pos:R:3:forces:R:3:lowdin_charge:R:1
O -4.046040 -0.503884 -0.949351 0.8 -1.2 1.2 -0.130
H -4.925311 -0.413757 -0.557816 0.2 -0.1 0.0 0.111
Ba -0.829845 0.182036 0.685995 2.0 0.1 0.6 1.894
N 1.029258 0.202214 -1.475725 0.5 -0.2 0.1 -0.134
N -1.393455 0.805475 -1.876056 0.2 -0.1 -0.8 -0.200
O 2.220378 -0.637696 -1.374875 0.1 0.6 0.2 -0.128
O -2.665305 1.398950 -2.003655 -0.7 -0.6 0.1 -0.132
C 0.741053 0.497101 -2.752973 -0.3 -0.3 0.7 -0.332
C -0.613518 0.926145 -2.959251 -0.3 -0.1 1.1 -0.320
C 1.724353 0.378802 -3.864534 0.1 -0.2 -0.5 -0.035
C -1.082285 1.445633 -4.275484 -0.1 0.3 -0.3 -0.035
H 2.443240 -0.427301 -3.670896 -0.2 0.3 -0.1 0.077
H 2.288408 1.319786 -3.983926 -0.1 -0.2 0.0 0.094
H 1.214788 0.176941 -4.817435 0.2 0.1 0.3 0.079
H -2.029595 1.983369 -4.159174 0.3 -0.2 -0.1 0.073
H -1.230826 0.619679 -4.989093 0.0 0.2 0.2 0.092
H -0.335673 2.125962 -4.709507 -0.2 -0.2 0.1 0.085
H 2.742499 -0.265415 -0.636797 -0.5 -0.1 -0.4 0.111
H -3.299371 0.696791 -1.625698 1.1 1.3 -0.7 0.039
O 0.356284 2.529856 0.080689 0.1 0.7 -0.7 -0.238
H 0.796301 2.234463 -0.749510 -0.3 0.1 0.5 0.029
H 0.149115 3.474617 -0.022660 0.1 -0.5 0.0 0.078
C -3.205167 -1.384407 -0.091974 -1.8 -0.2 -0.7 -0.193
H -3.134657 -0.998264 0.952343 -0.1 -0.2 -0.8 0.027
H -2.250668 -1.560317 -0.620291 -0.5 0.3 0.2 0.039
H -3.709208 -2.361755 -0.028322 0.2 0.3 0.1 0.099
O 0.531283 -2.478089 -0.219843 0.3 0.0 0.2 -0.148
H 1.327801 -2.054412 -0.628617 -0.6 -0.3 0.3 0.011
H 0.845217 -3.129439 0.433918 -0.1 0.5 -0.4 0.055
C 4.589500 2.693795 3.659620 0.0 0.0 0.0 -0.122
C 4.363220 1.576695 4.480825 -0.4 0.0 -0.5 -0.100
C 3.258213 0.756848 4.249183 0.6 0.4 0.2 -0.052
C 2.372903 1.051945 3.198157 -0.6 -0.2 0.0 -0.297
C 2.633393 2.143133 2.340636 0.0 -0.2 0.3 -0.060
C 3.720681 2.974056 2.590861 0.2 -0.3 0.2 -0.112
N 1.188805 0.301530 3.031229 0.3 0.5 -1.0 -0.084
N 0.974613 -0.437145 4.079102 -1.7 -1.4 1.0 -0.034
C -0.085212 -1.326984 4.039577 1.7 1.6 -0.4 -0.374
C -0.476370 -1.936027 5.258582 -0.4 -0.6 -0.2 -0.027
C -1.462803 -2.908738 5.230171 0.8 0.9 0.5 -0.099
C -2.020276 -3.256813 3.989675 -0.3 -0.3 -1.2 -0.112
C -1.595371 -2.595553 2.838248 0.0 0.1 1.0 -0.207
N -0.692098 -1.589911 2.851784 -0.8 -0.7 -0.5 -0.093
H 5.441834 3.348673 3.855167 -0.3 -0.2 -0.1 0.089
H 5.036354 1.334577 5.303929 -0.1 0.2 -0.2 0.095
H 3.037949 -0.103405 4.880556 0.2 0.3 -0.2 0.091
H 1.931981 2.330735 1.528759 0.3 0.1 0.3 0.060
H 3.906057 3.845012 1.958504 -0.1 -0.3 0.2 0.094
H 0.038579 -1.582517 6.150412 -0.2 -0.3 -0.1 0.107
H -1.792982 -3.390604 6.149672 0.1 0.1 -0.2 0.099
H -2.784430 -4.029326 3.910565 0.2 0.1 0.0 0.088
H -1.984144 -2.869092 1.849357 0.0 0.0 0.4 0.084
```
Positions in Å, forces in eV/Å.

As for the highest occupied orbital energy (spin up / spin down): -3.66 / -3.61 eV. As for the charge: 0. The value obtained for the gap between HOMO and LUMO (spin up / spin down) is 2.4007 / 2.2935 eV.

=====

[2]
C3H5N2O3 | ωB97M-V/def2-TZVPD

```
13
Properties=species:S:1:pos:R:3:forces:R:3:lowdin_charge:R:1
C 0.968912 -1.013631 -0.747990 0.5 0.5 -0.1 0.037
C -0.553235 -0.585907 0.879069 -0.3 0.0 -0.7 0.105
C -0.130986 0.912699 -0.387083 -2.1 -0.7 -2.5 -0.525
N 0.530471 0.027088 -1.313051 0.3 -0.2 1.1 0.238
N 0.613174 -1.201162 0.657357 -1.3 0.0 -0.6 -0.221
O 1.249997 -1.822000 1.466730 1.0 -0.1 0.0 0.165
O -1.289927 1.434248 -0.847405 0.1 -0.4 0.1 0.137
O 0.595265 1.648594 0.351006 1.2 1.9 0.9 0.213
H 1.600613 -1.769536 -1.154093 0.3 -0.4 -0.6 0.161
H -0.732309 -0.455492 1.916978 -0.9 0.2 0.6 0.143
H -1.247003 -0.630177 0.037869 -0.3 -0.7 1.2 0.139
H -1.845855 0.943064 -1.537352 1.6 0.6 1.2 0.200
H 0.240883 2.512211 0.677965 -0.1 -0.8 -0.5 0.208
```
Positions in Å, forces in eV/Å.

As for the highest occupied orbital energy (spin up / spin down): -14.78 / -14.78 eV. As for the charge: +1. The value obtained for the gap between HOMO and LUMO (spin up / spin down) is 8.4339 / 8.4332 eV.

=====

[3]
C4H17N2O2 | ωB97M-V/def2-TZVPD

```
25
Properties=species:S:1:pos:R:3:forces:R:3:lowdin_charge:R:1
C 1.127731 -0.514250 1.970646 2.2 0.3 -0.5 -0.206
N 1.510837 0.904061 2.019623 -2.0 -0.2 0.9 0.000
C 0.096672 -0.816334 0.862591 1.5 0.1 0.9 -0.335
N -0.708966 0.414390 0.611234 -2.7 -0.5 0.0 0.048
C -2.165277 0.038753 0.313919 0.0 0.2 -1.6 0.005
C 0.646813 -1.408431 -0.400716 -0.8 -0.3 -2.1 -0.046
H 0.759002 -0.904025 2.933343 0.1 0.7 -0.2 0.125
H 2.120377 -0.993255 1.799093 -1.1 -0.9 -0.2 0.128
H 2.131480 1.040644 2.798640 0.3 0.6 -0.3 0.083
H 1.758232 1.313199 1.135081 0.7 -0.1 0.1 0.070
H -0.510328 -1.555505 1.366966 -0.9 0.0 -0.4 0.142
H -0.414674 1.013723 -0.166954 0.7 -0.4 0.0 0.136
H -0.773660 0.999153 1.448332 0.7 0.0 0.0 0.163
H -2.586123 0.832878 -0.330209 0.1 -0.2 0.8 0.096
H -2.723061 -0.118425 1.233707 0.2 0.0 -0.1 0.105
H -2.218291 -0.846222 -0.352683 0.4 0.3 0.8 0.100
H 1.034038 -2.413484 -0.203014 0.1 0.3 0.0 0.103
H 1.315262 -0.784472 -1.018918 0.2 -0.4 1.2 0.064
H -0.163274 -1.526493 -1.179220 0.3 -0.2 1.0 0.093
H -1.269136 1.504790 -3.071057 -0.3 0.2 -0.2 0.074
H -1.900711 0.116847 -2.902551 -0.2 -0.1 -0.3 0.071
O -1.243462 0.708747 -2.535571 0.1 0.0 0.3 -0.040
H 2.195392 0.961105 -1.952054 -0.1 0.1 -0.5 0.067
H 0.724275 0.925022 -2.582025 0.4 -0.2 0.0 0.028
O 1.256850 1.107574 -1.798214 0.0 0.6 0.5 -0.075
```
Positions in Å, forces in eV/Å.

As for the highest occupied orbital energy: -12.77 eV. As for the charge: +1. The value obtained for the gap between HOMO and LUMO is 9.9762 eV.

=====

[4]
C17H17BrNb | ωB97M-V/def2-TZVPD

```
36
Properties=species:S:1:pos:R:3:forces:R:3:lowdin_charge:R:1
C -2.094899 -0.618196 -1.774514 0.1 0.2 0.5 -0.195
C -1.872423 -1.175775 -0.458436 0.1 1.1 -0.4 -0.204
C -1.380324 -0.139036 0.379575 0.3 -0.2 -0.8 -0.131
H -2.091502 -2.198111 -0.134961 0.2 0.6 -0.3 0.101
C -1.236647 1.063743 -0.392429 -0.2 -0.4 -0.4 -0.146
C -1.762087 0.780188 -1.704908 0.2 -0.1 0.7 -0.220
H -1.973239 1.535517 -2.454953 0.2 -0.3 0.1 0.119
H -2.559228 -1.142509 -2.612049 0.2 0.3 0.3 0.126
H -1.207324 -0.266155 1.446998 0.2 0.2 -0.4 0.101
H -0.865450 2.038458 -0.051398 -0.4 -0.6 -0.1 0.116
Nb 0.287512 -0.421264 -1.731007 -4.9 -3.2 7.8 1.260
Br 0.453614 -2.925696 -1.402556 0.2 -0.1 0.1 0.309
C 2.089472 0.452406 -2.639322 0.5 0.9 -0.7 -0.211
C 0.963888 1.230638 -3.106413 0.6 -0.7 -1.5 -0.165
C 0.046258 0.337678 -3.773337 1.8 0.4 -2.0 -0.208
H 0.893951 2.324390 -3.116549 -0.2 -0.6 0.6 0.138
C 0.609787 -0.993223 -3.757884 1.2 1.2 -2.1 -0.265
C 1.907763 -0.912013 -3.084573 -0.3 0.8 -1.6 -0.276
H 2.647210 -1.708875 -3.025103 -0.5 0.2 0.3 0.114
H 2.922389 0.842322 -2.042743 -0.3 -0.2 -0.6 0.118
H -0.865379 0.644508 -4.295366 0.4 -0.3 0.4 0.134
H 0.190725 -1.877136 -4.242154 0.1 0.4 0.3 0.119
C 1.737797 -0.896309 1.114934 0.6 -0.2 -0.1 0.081
C 1.297040 -0.518613 2.391650 -0.7 0.6 0.9 -0.314
C 0.526010 -1.394444 3.228804 0.0 0.2 -0.4 -0.021
C 0.042691 -0.964955 4.457770 0.1 0.1 0.1 -0.055
C 0.324474 0.335231 4.925269 0.2 -0.2 -0.6 -0.028
C 1.072176 1.211584 4.118510 0.1 0.1 0.0 -0.055
C 1.554571 0.799952 2.881040 -0.3 -0.2 0.0 -0.012
H 1.688205 -1.951991 0.844898 0.0 0.5 -0.1 0.011
H 2.424317 -0.251059 0.573748 0.0 -0.2 0.1 0.050
H 0.280948 -2.391277 2.847971 0.1 0.3 0.2 0.128
H -0.569994 -1.625081 5.077943 0.3 0.2 -0.3 0.118
H -0.043394 0.664790 5.902521 0.1 -0.1 -0.4 0.121
H 1.258325 2.234420 4.463235 0.0 -0.5 -0.1 0.118
H 2.099166 1.485594 2.224688 -0.1 -0.2 0.4 0.124
```
Positions in Å, forces in eV/Å.

As for the highest occupied orbital energy: -10.18 eV. As for the charge: +1. The value obtained for the gap between HOMO and LUMO is 4.4254 eV.

=====

Number 1: M 504.7 g/mol, total energy -1299.9581 a.u.. Number 2: M 117.1 g/mol, total energy -452.1155 a.u.. Number 3: M 125.2 g/mol, total energy -422.3381 a.u.. Number 4: M 394.1 g/mol, total energy -3288.6640 a.u..